1.
ORCA calculation (ωB97M-V/def2-TZVPD) on the ion C4H7O2S with charge -1.

Last column: Löwdin charge in e.
Atoms and positions in Å:
O1 1.643 -1.198 2.062  -0.08
C1 1.214 -0.039 1.963  -0.78
O2 0.888 0.832 2.781  -0.08
C2 1.035 0.432 0.447  -0.14
C3 -0.392 -0.122 0.059  -0.28
C4 -0.530 0.027 -1.458  -0.58
S1 -2.098 -0.604 -2.198  0.62
H1 1.684 0.084 -0.357  0.09
H2 0.970 1.523 0.442  0.09
H3 -0.295 -1.133 0.383  0.09
H4 -1.155 0.468 0.563  0.11
H5 -0.268 1.033 -1.766  0.07
H6 0.148 -0.734 -1.832  0.05
H7 -2.844 -0.568 -1.089  -0.17

## Properties
- E (eV) = -19192.98711
- frontier orbital gap (eV) = 7.02
- structure (SMILES) = O=C([O-])CCCS
- relative energy (zero: lowest compared OMol25 entry of this formula, charge and spin) (kcal per mole) = 7.00
- HOMO energy (eV) = -3.996
- E_LUMO (eV) = 3.0
- net charge = -1
- largest force on an atom (eV Å⁻¹) = 2.26

=====

2.
ORCA calculation (ωB97M-V/def2-TZVPD) on an isolated molecule of C7H10.

Last column: Löwdin charge in e.
Atoms and positions in Å:
C1 -1.303 0.799 0.317  -0.14
C2 -1.354 -0.711 -0.049  -0.13
C3 -0.162 -0.519 -1.025  -0.21
C4 -0.163 0.996 -0.703  -0.25
C5 1.313 0.918 -0.214  -0.04
C6 1.334 -0.401 0.976  -0.08
C7 1.271 -0.607 -0.460  -0.26
H1 -2.219 1.345 0.081  0.10
H2 -1.023 1.037 1.349  0.10
H3 -1.224 -1.431 0.767  0.10
H4 -2.278 -0.971 -0.576  0.10
H5 -0.281 -0.917 -2.035  0.13
H6 -0.337 1.738 -1.494  0.13
H7 1.533 1.072 0.936  0.11
H8 2.324 -0.549 1.413  0.11
H9 0.506 -0.610 1.637  0.09
H10 2.062 -1.189 -0.921  0.12

## Properties
- E (eV) = -7415.98406
- frontier orbital gap (eV) = 9.06
- structure (SMILES) = C1C[C@H]2[C@@H]1[C@H]1C[C@@H]21
- relative energy (zero: lowest compared OMol25 entry of this formula, charge and spin) (kcal per mole) = 116.47
- HOMO energy (eV) = -7.979
- E_LUMO (eV) = 1.1
- net charge = 0
- largest force on an atom (eV Å⁻¹) = 1.68

=====

3.
ORCA calculation (ωB97M-V/def2-TZVPD) on a structure of composition C50H46FN2O7P2Re.

Last column: Löwdin charge in e.
Atoms and positions in Å:
Re1 0.089 0.407 -0.013  1.79
O1 0.580 -5.635 -0.273  0.12
C1 0.464 -4.309 -0.156  -0.25
C2 0.238 -3.672 1.070  0.11
C3 0.117 -2.302 1.068  -0.13
N1 0.192 -1.612 -0.065  -0.05
C4 0.474 -2.190 -1.233  -0.15
C5 0.616 -3.550 -1.326  0.12
C6 0.685 -1.183 -2.349  -0.54
O2 1.089 -1.514 -3.430  0.13
O3 0.427 0.056 -1.978  -0.18
C7 -0.009 -1.403 2.279  -0.53
O4 -0.008 -1.834 3.403  0.13
O5 -0.048 -0.130 1.953  -0.22
H1 0.471 -6.075 0.583  0.13
H2 0.173 -4.205 2.009  0.14
H3 0.847 -4.010 -2.275  0.15
C8 -3.101 1.836 3.814  -0.04
C9 -1.862 1.728 2.915  -0.36
C10 -0.608 1.923 3.770  -0.07
C11 -1.943 2.721 1.762  -0.15
C12 -2.035 4.076 2.081  -0.04
C13 -2.256 5.032 1.107  -0.05
C14 -2.438 4.621 -0.204  -0.05
C15 -2.346 3.280 -0.574  -0.15
C16 -2.728 2.947 -2.015  -0.35
C17 -1.785 2.026 -2.794  -0.06
C18 -4.161 2.417 -2.114  -0.04
C19 -2.021 2.347 0.418  -0.23
N2 -1.851 0.964 0.045  -0.10
C20 -3.046 0.222 0.046  -0.22
C21 -4.238 0.730 0.577  -0.04
C22 -5.414 -0.001 0.576  -0.07
C23 -5.459 -1.273 0.027  -0.07
C24 -4.308 -1.787 -0.551  -0.01
C25 -3.153 -1.037 -0.540  -0.20
F1 -2.075 -1.550 -1.208  0.04
H4 -3.147 0.977 4.482  0.09
H5 -4.026 1.865 3.243  0.07
H6 -3.060 2.731 4.433  0.08
H7 -1.834 0.714 2.501  0.11
H8 -0.586 2.923 4.204  0.07
H9 0.307 1.765 3.201  0.05
H10 -0.608 1.207 4.592  0.09
H11 -1.963 4.377 3.116  0.11
H12 -2.329 6.079 1.367  0.11
H13 -2.686 5.354 -0.961  0.12
H14 -2.734 3.916 -2.524  0.12
H15 -2.044 0.978 -2.646  0.07
H16 -0.742 2.150 -2.516  0.05
H17 -1.861 2.233 -3.862  0.09
H18 -4.234 1.396 -1.741  0.06
H19 -4.476 2.412 -3.157  0.09
H20 -4.860 3.036 -1.552  0.09
H21 -4.245 1.727 0.989  0.11
H22 -6.303 0.439 1.003  0.11
H23 -6.373 -1.847 0.024  0.11
H24 -4.290 -2.753 -1.031  0.12
O6 2.181 -0.026 0.104  -0.40
P1 3.509 0.665 0.337  0.80
C26 3.490 2.221 -0.588  -0.26
P2 2.057 3.254 -0.166  0.83
O7 0.804 2.412 0.004  -0.41
C27 1.908 4.438 -1.495  -0.26
C28 3.040 5.044 -2.043  -0.08
C29 2.898 5.998 -3.034  -0.06
C30 1.630 6.352 -3.479  -0.05
C31 0.506 5.753 -2.935  -0.05
C32 0.642 4.798 -1.940  -0.05
C33 2.432 4.133 1.341  -0.27
C34 3.603 4.880 1.480  -0.08
C35 3.829 5.588 2.645  -0.07
C36 2.891 5.552 3.671  -0.06
C37 1.725 4.820 3.529  -0.05
C38 1.487 4.113 2.359  -0.05
C39 3.824 1.058 2.047  -0.29
C40 4.884 1.888 2.418  -0.10
C41 5.079 2.200 3.750  -0.06
C42 4.220 1.688 4.715  -0.05
C43 3.173 0.858 4.353  -0.04
C44 2.976 0.537 3.019  -0.05
C45 4.823 -0.328 -0.337  -0.27
C46 4.683 -0.768 -1.657  -0.06
C47 5.666 -1.558 -2.222  -0.05
C48 6.784 -1.912 -1.476  -0.05
C49 6.920 -1.485 -0.165  -0.06
C50 5.937 -0.694 0.413  -0.06
H25 3.415 1.973 -1.652  0.10
H26 4.425 2.757 -0.419  0.08
H27 4.034 4.767 -1.721  0.10
H28 3.774 6.463 -3.463  0.11
H29 1.524 7.097 -4.254  0.11
H30 -0.478 6.027 -3.285  0.11
H31 -0.227 4.342 -1.496  0.08
H32 4.336 4.924 0.686  0.10
H33 4.733 6.168 2.756  0.11
H34 3.073 6.104 4.582  0.11
H35 0.993 4.801 4.325  0.11
H36 0.572 3.551 2.232  0.07
H37 5.558 2.294 1.673  0.11
H38 5.896 2.846 4.038  0.11
H39 4.373 1.940 5.755  0.11
H40 2.502 0.458 5.100  0.12
H41 2.152 -0.096 2.735  0.08
H42 3.800 -0.515 -2.232  0.11
H43 5.559 -1.902 -3.241  0.12
H44 7.550 -2.532 -1.920  0.11
H45 7.786 -1.773 0.412  0.11
H46 6.035 -0.373 1.439  0.10

## Properties
- E (eV) = -93335.13564
- frontier orbital gap (alpha / beta) (eV) = 7.02 / 6.72
- HOMO energy (alpha / beta) (eV) = -9.466 / -10.034
- E_LUMO (alpha / beta) (eV) = -2.4 / -3.3
- net charge = +1
- largest force on an atom (eV Å⁻¹) = 0.64
- spin multiplicity = 4

=====

4.
ORCA calculation (ωB97M-V/def2-TZVPD) on a cluster of 2 separate species, H3O6 in total.

Last column: Löwdin charge in e.
Atoms and positions in Å:
O1 1.753 0.015 0.778  0.00
O2 -1.377 -0.921 0.253  0.22
O3 -1.370 1.148 -0.845  0.18
O4 1.972 -0.484 1.918  0.15
O5 0.421 -0.108 -0.796  0.08
O6 -0.813 -0.189 -0.816  -0.17
H1 2.347 -0.316 -0.013  0.22
H2 -2.307 -0.834 0.021  0.16
H3 -0.625 1.690 -0.500  0.16

## Properties
- E (eV) = -12309.41183
- frontier orbital gap (alpha / beta) (eV) = 6.63 / 9.88
- relative energy (zero: lowest compared OMol25 entry of this formula, charge and spin) (kcal per mole) = 61.62
- HOMO energy (alpha / beta) (eV) = -15.859 / -16.527
- E_LUMO (alpha / beta) (eV) = -9.2 / -6.6
- net charge = +1
- largest force on an atom (eV Å⁻¹) = 3.49

=====

5.
ORCA calculation (ωB97M-V/def2-TZVPD) on a structure of composition C7H7N3O4.

Last column: Löwdin charge in e.
Atoms and positions in Å:
C1 0.715 -1.554 0.049  0.00
C2 1.502 0.720 -0.044  -0.02
C3 2.022 -1.927 -0.129  -0.14
C4 2.772 0.173 -0.268  -0.17
C5 0.427 -0.133 0.082  -0.13
C6 -1.199 1.840 0.266  -0.01
C7 -0.979 0.379 0.191  -0.21
N1 3.020 -1.077 -0.308  0.06
N2 -1.742 -0.279 1.219  -0.39
N3 -1.908 -0.265 -1.314  -0.29
O1 -1.151 -1.037 1.927  0.13
O2 -1.786 -1.422 -1.439  0.12
O3 -2.892 0.003 1.370  0.12
O4 -2.477 0.570 -1.909  0.13
H1 -0.070 -2.343 -0.024  0.12
H2 1.436 1.711 0.232  0.08
H3 2.356 -2.977 -0.261  0.12
H4 3.531 0.996 -0.627  0.15
H5 -0.922 2.091 1.241  0.09
H6 -2.226 2.180 0.157  0.10
H7 -0.430 2.350 -0.409  0.12

## Properties
- E (eV) = -20025.35415
- frontier orbital gap (eV) = 9.26
- relative energy (zero: lowest compared OMol25 entry of this formula, charge and spin) (kcal per mole) = 20.42
- HOMO energy (eV) = -10.148
- E_LUMO (eV) = -0.9
- net charge = 0
- largest force on an atom (eV Å⁻¹) = 4.85

=====

6.
ORCA calculation (ωB97M-V/def2-TZVPD) on a structure of composition C23H33N7O2Ti.

Last column: Löwdin charge in e.
Atoms and positions in Å:
Ti1 -0.213 -0.005 -0.016  1.02
C1 -2.224 -0.404 2.274  -0.07
N1 -0.756 -0.264 2.168  -0.25
C2 -0.338 0.949 2.911  -0.05
C3 -0.063 -1.438 2.700  -0.19
C4 -0.361 -1.956 3.947  -0.03
C5 0.306 -3.079 4.418  -0.09
C6 1.265 -3.679 3.615  -0.09
C7 1.574 -3.160 2.369  -0.03
C8 0.931 -2.011 1.892  -0.21
N2 1.123 -1.434 0.649  -0.03
C9 2.322 -1.426 -0.032  -0.26
C10 3.595 -1.697 0.489  -0.03
C11 4.731 -1.523 -0.292  -0.09
C12 4.640 -1.072 -1.597  -0.09
C13 3.385 -0.782 -2.127  -0.02
C14 2.251 -0.949 -1.360  -0.21
N3 0.907 -0.674 -1.845  -0.27
C15 0.333 -1.925 -2.390  -0.06
C16 0.840 0.391 -2.857  -0.07
H1 -2.542 -0.439 3.320  0.08
H2 -2.543 -1.304 1.756  0.09
H3 -2.688 0.458 1.796  0.09
H4 -0.662 0.879 3.955  0.09
H5 -0.789 1.823 2.442  0.09
H6 0.744 1.045 2.866  0.09
H7 -1.118 -1.486 4.562  0.11
H8 0.069 -3.484 5.392  0.10
H9 1.773 -4.572 3.958  0.10
H10 2.298 -3.662 1.741  0.11
H11 3.696 -2.006 1.519  0.10
H12 5.702 -1.730 0.142  0.10
H13 5.529 -0.930 -2.196  0.10
H14 3.306 -0.411 -3.140  0.11
H15 0.926 -2.263 -3.245  0.10
H16 -0.698 -1.744 -2.685  0.07
H17 0.343 -2.687 -1.613  0.09
H18 1.338 0.098 -3.787  0.09
H19 1.291 1.298 -2.457  0.10
H20 -0.209 0.587 -3.072  0.09
C17 1.716 3.940 0.262  -0.03
C18 0.762 2.827 -0.022  -0.32
N4 1.065 1.519 0.307  -0.15
O1 2.273 1.451 1.049  -0.06
C19 -0.477 2.931 -0.581  -0.30
C20 -1.185 4.157 -1.061  -0.03
N5 -1.062 1.684 -0.601  -0.10
O2 -2.327 1.652 -1.238  -0.03
H21 1.885 4.057 1.334  0.08
H22 1.328 4.880 -0.126  0.07
H23 2.691 3.750 -0.189  0.08
H24 2.762 0.712 0.661  0.07
H25 -1.883 4.545 -0.314  0.08
H26 -1.762 3.943 -1.961  0.07
H27 -0.476 4.946 -1.300  0.07
C21 -4.607 1.201 -2.479  -0.05
N6 -3.946 0.154 -1.723  -0.16
C22 -4.366 -1.203 -1.999  -0.06
C23 -2.688 0.333 -1.219  -0.52
N7 -1.913 -0.560 -0.749  0.01
H28 -4.249 1.251 -3.514  0.09
H29 -4.449 2.167 -2.010  0.08
H30 -5.677 0.993 -2.497  0.09
H31 -4.096 -1.515 -3.015  0.09
H32 -5.449 -1.273 -1.892  0.08
H33 -3.884 -1.874 -1.294  0.08

## Properties
- E (eV) = -62027.32856
- frontier orbital gap (eV) = 6.83
- relative energy (zero: lowest compared OMol25 entry of this formula, charge and spin) (kcal per mole) = 0.00
- HOMO energy (eV) = -6.209
- E_LUMO (eV) = 0.6
- net charge = 0
- largest force on an atom (eV Å⁻¹) = 0.09

=====

> Number 2 is which compound?

C7H10